1.
Formula: C19H66F3O17Y
Source: the Open Molecules 2025 dataset
Level of theory: wB97M-V/def2-TZVPD

- Gap between HOMO and LUMO (spin up / spin down): 5.55 / 8.80 eV
- DFT total energy: -64763.2079 eV
- ⟨S²⟩: 0.75
- Net charge: +1
- 2S+1: 2

```
106
C19H66F3O17Y wB97M-V/def2-TZVPD
H -2.46 2.59 -3.86
H -0.63 5.36 5.32
H -1.22 -3.93 1.72
O 1.56 0.09 6.34
O -5.09 -0.03 2.88
H -4.95 2.80 1.54
O -1.91 5.32 -0.44
H -1.60 4.19 3.41
H 0.10 4.35 -0.61
H -5.09 4.58 -0.11
H -1.07 3.48 5.07
H 0.41 -1.05 -3.32
H 4.06 -3.98 1.07
O -0.31 -1.63 -3.57
O -1.82 0.62 -3.47
O 5.73 -0.03 -1.71
H -0.93 0.82 -0.23
C -5.31 0.67 -3.12
H -5.13 1.51 4.20
H 0.75 -3.31 -3.96
H 6.32 1.70 -0.67
H 0.29 1.64 5.87
H -1.81 -4.58 -3.12
F -0.76 -1.09 2.50
H 1.78 -2.30 3.72
O 3.27 -1.21 4.58
C 4.19 -4.71 0.27
C -1.11 -4.63 -2.28
O -1.15 -3.42 -1.61
O -0.18 5.14 4.50
F -0.02 0.94 2.20
H 0.19 -2.82 1.68
H 6.59 1.79 -2.35
O 0.38 -4.61 0.60
H 1.18 -5.09 0.81
C 2.58 3.56 -2.87
H 4.94 0.02 -1.16
O 2.05 0.14 -3.38
C -1.01 -0.16 0.25
H 2.50 0.97 -3.19
H -2.53 2.16 -2.17
C -0.13 -3.86 1.75
H -1.27 3.37 -0.14
C 2.91 -0.30 -4.36
H 1.73 -2.76 -0.35
H -0.54 0.14 6.18
O 3.60 -5.97 0.54
H -5.26 0.36 -4.17
H -5.91 0.05 4.82
H 1.81 -0.71 0.88
H 4.32 -6.47 0.93
Y -2.49 -1.64 -2.57
H 2.61 4.45 -2.25
H -4.73 -0.15 -1.50
O 2.50 2.45 -2.01
H -5.04 1.72 -3.00
H 2.13 -0.66 3.01
H 0.76 -2.10 -5.29
H -6.72 0.95 3.47
C 6.66 1.09 -1.51
H -0.60 -3.45 -0.82
O -4.39 -0.11 -2.40
H 3.16 -1.88 2.61
H 2.59 -0.12 -5.39
H -2.72 4.82 -0.53
H -3.24 2.72 1.15
O -4.23 4.15 0.01
H 0.38 0.34 4.68
C -1.95 2.02 -3.08
H -6.33 0.59 -2.76
O -2.12 -0.64 -0.44
H 5.26 -4.86 0.09
H 1.65 3.72 -3.41
H 3.40 3.62 -3.57
H 3.84 0.27 -4.33
C -4.23 2.90 0.73
C -5.77 0.67 3.93
C 1.44 -0.68 -0.14
H -0.68 4.55 0.96
H -0.95 2.29 -2.75
H -1.61 0.58 -4.40
C -0.82 3.97 4.13
H -0.15 -4.92 -2.70
C 0.16 -2.60 -4.53
H 0.14 -4.41 2.65
F -2.18 0.54 2.23
C 0.37 0.56 5.75
H 7.71 0.87 -1.29
H 2.24 2.61 -1.10
H 3.28 -1.92 -0.48
H 2.64 -0.79 5.17
C 2.22 -1.86 -0.72
H -1.48 -5.41 -1.61
H 1.29 -0.26 7.19
H -4.45 2.16 -0.04
H 3.00 -1.38 -4.26
H -4.41 -0.60 3.24
H -0.02 3.49 3.56
C -0.98 0.11 1.80
H 3.85 -4.19 -0.63
H 1.77 0.28 -0.55
C 2.55 -1.57 3.46
C -0.86 4.38 -0.10
H -0.54 -3.29 -5.01
O 0.05 -1.03 -0.27
H 1.96 -2.02 -1.77
```


2.
Formula: C4H5NO
Source: the Open Molecules 2025 dataset
Level of theory: wB97M-V/def2-TZVPD

- Gap between HOMO and LUMO: 11.24 eV
- DFT total energy: -7765.7945 eV
- 2S+1: 1
- SMILES string: C[C@H](C#N)C=O
- Relative energy (zero: lowest compared OMol25 entry of this formula, charge and spin): 0.732 eV

```
11
C4H5NO wB97M-V/def2-TZVPD
C 1.23 -0.40 -0.61
H -1.81 -0.12 1.10
O 1.03 -1.44 -1.18
C -0.09 1.56 -0.36
H 0.66 0.51 1.25
N -0.18 2.57 -0.93
C 0.18 0.27 0.29
C -1.04 -0.63 0.52
H -0.71 -1.51 1.07
H 2.18 0.16 -0.71
H -1.45 -0.96 -0.43
```


3.
Formula: C28H46B2N11O5SW
Source: the Open Molecules 2025 dataset
Level of theory: wB97M-V/def2-TZVPD

- Gap between HOMO and LUMO (spin up / spin down): 7.83 / 7.63 eV
- DFT total energy: -70426.7363 eV
- ⟨S²⟩: 2.05
- Net charge: +1
- 2S+1: 3
- Relative energy (zero: lowest compared OMol25 entry of this formula, charge and spin): 0.010 eV

```
94
C28H46B2N11O5SW wB97M-V/def2-TZVPD
C 0.77 -1.78 5.40
N -0.87 1.19 -0.98
C 2.67 -0.66 0.73
H 3.65 -1.29 -2.77
H 1.43 4.54 2.58
C 3.24 1.46 0.48
O -0.59 -4.89 1.01
N -4.14 -2.02 -0.57
C 1.22 -0.60 4.80
H -1.98 0.10 4.35
H 2.37 -2.65 0.01
C 0.66 -3.54 -4.01
H -1.60 2.86 -3.69
H 2.78 0.43 -4.16
C -0.40 -2.21 3.35
C -0.56 -1.51 -4.76
H 0.02 5.19 3.43
H 4.80 -0.07 0.73
H 1.65 4.07 -2.29
N -0.87 1.32 1.73
B 0.85 2.47 0.31
B 0.16 -1.07 -1.61
H 0.91 -3.03 7.01
H 1.16 0.63 3.07
H -5.47 1.84 0.46
C -1.28 2.79 3.34
N -0.10 2.42 1.53
N 1.90 1.35 0.45
H -3.40 0.97 3.80
H 5.04 2.58 0.39
C -2.65 0.37 -2.54
C 3.77 0.20 0.66
C -1.20 2.48 -2.77
H 1.39 3.53 0.25
O -2.69 -0.55 0.44
H 3.22 -2.55 -3.94
H 1.84 -1.60 7.14
C -1.58 1.53 2.84
H 1.23 -3.62 -4.93
C 0.59 4.29 -2.23
H -1.02 -2.85 2.73
H 1.09 0.51 -4.64
O 1.25 -0.47 -2.20
N 0.03 -1.07 2.77
C -4.55 1.28 0.61
C 2.70 -2.14 0.91
H 2.18 -0.65 -5.42
H 0.27 4.74 -3.17
H -0.45 -3.53 5.01
H -0.08 -1.52 -5.74
S -0.27 -3.85 0.03
C -1.59 1.32 -2.10
C -0.07 -2.60 4.63
O -0.37 -2.05 -2.43
H 3.69 3.46 1.13
H -0.84 -0.48 -4.53
H -0.27 -4.08 -4.13
N 1.55 0.05 0.60
H -2.70 -0.32 2.79
C 2.87 -1.99 -3.08
W -0.53 -0.51 0.47
C -0.20 3.04 -2.00
H -4.29 1.25 1.67
C 0.82 -0.29 3.52
C 0.35 -2.08 -3.69
H -3.61 0.61 -2.09
H -5.08 -2.09 -0.94
H 0.11 5.25 1.67
C -2.47 0.51 3.47
H 0.44 5.01 -1.43
H -1.70 3.25 4.22
C -3.81 -0.87 0.04
H 1.87 0.08 5.33
C 1.93 -0.16 -4.48
N -3.20 -3.01 -0.77
C 1.62 -1.19 -3.40
H -2.79 0.44 -3.62
H 1.22 -4.02 -3.21
C -0.34 3.33 2.49
H 2.70 -2.68 -2.26
H 3.71 -2.46 1.14
O -4.85 -0.05 0.15
C 0.35 4.65 2.54
N 1.11 -2.11 6.67
H 2.03 -2.45 1.72
H -2.85 -3.01 -1.73
H -3.58 -3.91 -0.51
N -0.44 -2.45 0.52
H 3.74 3.24 -0.61
C 3.96 2.76 0.34
H -3.73 1.71 0.04
H -1.47 -2.11 -4.81
H -2.38 -0.66 -2.30
N -0.02 2.25 -0.93
```


What did the first record say?
Formula: C19H66F3O17Y
Source: the Open Molecules 2025 dataset
Level of theory: wB97M-V/def2-TZVPD

- Gap between HOMO and LUMO (spin up / spin down): 5.55 / 8.80 eV
- DFT total energy: -64763.2079 eV
- ⟨S²⟩: 0.75
- Net charge: +1
- 2S+1: 2

```
106
C19H66F3O17Y wB97M-V/def2-TZVPD
H -2.46 2.59 -3.86
H -0.63 5.36 5.32
H -1.22 -3.93 1.72
O 1.56 0.09 6.34
O -5.09 -0.03 2.88
H -4.95 2.80 1.54
O -1.91 5.32 -0.44
H -1.60 4.19 3.41
H 0.10 4.35 -0.61
H -5.09 4.58 -0.11
H -1.07 3.48 5.07
H 0.41 -1.05 -3.32
H 4.06 -3.98 1.07
O -0.31 -1.63 -3.57
O -1.82 0.62 -3.47
O 5.73 -0.03 -1.71
H -0.93 0.82 -0.23
C -5.31 0.67 -3.12
H -5.13 1.51 4.20
H 0.75 -3.31 -3.96
H 6.32 1.70 -0.67
H 0.29 1.64 5.87
H -1.81 -4.58 -3.12
F -0.76 -1.09 2.50
H 1.78 -2.30 3.72
O 3.27 -1.21 4.58
C 4.19 -4.71 0.27
C -1.11 -4.63 -2.28
O -1.15 -3.42 -1.61
O -0.18 5.14 4.50
F -0.02 0.94 2.20
H 0.19 -2.82 1.68
H 6.59 1.79 -2.35
O 0.38 -4.61 0.60
H 1.18 -5.09 0.81
C 2.58 3.56 -2.87
H 4.94 0.02 -1.16
O 2.05 0.14 -3.38
C -1.01 -0.16 0.25
H 2.50 0.97 -3.19
H -2.53 2.16 -2.17
C -0.13 -3.86 1.75
H -1.27 3.37 -0.14
C 2.91 -0.30 -4.36
H 1.73 -2.76 -0.35
H -0.54 0.14 6.18
O 3.60 -5.97 0.54
H -5.26 0.36 -4.17
H -5.91 0.05 4.82
H 1.81 -0.71 0.88
H 4.32 -6.47 0.93
Y -2.49 -1.64 -2.57
H 2.61 4.45 -2.25
H -4.73 -0.15 -1.50
O 2.50 2.45 -2.01
H -5.04 1.72 -3.00
H 2.13 -0.66 3.01
H 0.76 -2.10 -5.29
H -6.72 0.95 3.47
C 6.66 1.09 -1.51
H -0.60 -3.45 -0.82
O -4.39 -0.11 -2.40
H 3.16 -1.88 2.61
H 2.59 -0.12 -5.39
H -2.72 4.82 -0.53
H -3.24 2.72 1.15
O -4.23 4.15 0.01
H 0.38 0.34 4.68
C -1.95 2.02 -3.08
H -6.33 0.59 -2.76
O -2.12 -0.64 -0.44
H 5.26 -4.86 0.09
H 1.65 3.72 -3.41
H 3.40 3.62 -3.57
H 3.84 0.27 -4.33
C -4.23 2.90 0.73
C -5.77 0.67 3.93
C 1.44 -0.68 -0.14
H -0.68 4.55 0.96
H -0.95 2.29 -2.75
H -1.61 0.58 -4.40
C -0.82 3.97 4.13
H -0.15 -4.92 -2.70
C 0.16 -2.60 -4.53
H 0.14 -4.41 2.65
F -2.18 0.54 2.23
C 0.37 0.56 5.75
H 7.71 0.87 -1.29
H 2.24 2.61 -1.10
H 3.28 -1.92 -0.48
H 2.64 -0.79 5.17
C 2.22 -1.86 -0.72
H -1.48 -5.41 -1.61
H 1.29 -0.26 7.19
H -4.45 2.16 -0.04
H 3.00 -1.38 -4.26
H -4.41 -0.60 3.24
H -0.02 3.49 3.56
C -0.98 0.11 1.80
H 3.85 -4.19 -0.63
H 1.77 0.28 -0.55
C 2.55 -1.57 3.46
C -0.86 4.38 -0.10
H -0.54 -3.29 -5.01
O 0.05 -1.03 -0.27
H 1.96 -2.02 -1.77
```